Here is the ion C4H11N2S with charge -1 in a non-equilibrium geometry from the OMol25 dataset. Energies are from ωB97M-V/def2-TZVPD.

As for the SMILES: C[C@H](C[S-])NCN. As for the relative energy (zero: lowest compared OMol25 entry of this formula, charge and spin): 34.65 kcal per mole. As for the total charge: -1. The frontier orbital gap comes out at 6.14 eV. Its multiplicity is 1.

```
18
Properties=species:S:1:pos:R:3:forces:R:3
C -0.27082 -1.57422 -1.25875 -0.20 -0.04 -1.49
C 0.17453 -0.59585 -0.20192 1.72 0.67 -0.29
C -1.03836 -0.00917 0.58097 1.49 0.16 -0.32
S -1.92336 -1.39512 1.29286 -0.63 -0.20 0.61
N 1.21078 0.43463 -0.83334 -0.58 1.03 1.91
C 1.10086 1.77104 -0.14615 -0.58 0.06 -0.79
N 2.23500 2.67604 -0.52985 0.46 -1.80 1.50
H 0.39061 -1.68190 -2.14044 0.63 -0.09 0.86
H -0.48796 -2.54294 -0.79760 -0.16 0.31 -0.34
H -1.13596 -1.18756 -1.80748 -0.54 -0.12 0.57
H 0.87825 -1.14773 0.44232 -0.85 0.00 0.49
H -0.65395 0.69292 1.37042 -0.53 -0.53 -0.71
H -1.64005 0.55012 -0.16184 0.10 -0.05 0.36
H 2.08903 0.15833 -0.37597 -0.20 -0.51 -0.76
H 1.14970 1.70466 0.93871 -0.11 -0.21 0.24
H 0.11570 2.20643 -0.36536 0.42 0.02 -0.24
H 2.60720 2.20833 -1.35581 0.07 0.37 -0.26
H 2.92194 2.38398 0.22369 -0.53 0.93 -1.33
```
Positions in Å, forces in eV/Å.

Need the Mulliken charges? In units of e they are: C -1.405; C 0.398; C -0.789; S -0.592; N -0.558; C -0.492; N -0.689; H 0.433; H 0.315; H 0.275; H 0.149; H 0.181; H 0.262; H 0.295; H 0.292; H 0.298; H 0.332; H 0.295